This record from the Open Molecules 2025 dataset describes a molecular structure, C31H26N2P2PdS2 at a distorted geometry. The level of theory is ωB97M-V/def2-TZVPD.

Values from the calculation:
HOMO = -7.38 eV
charge = 0
ΔE to the lowest compared entry with this formula, charge and spin = 0.00 kJ/mol
LUMO level = -0.354 eV

```
64
Properties=species:S:1:pos:R:3:forces:R:3:nbo_charge:R:1
Pd -0.058 -0.091 0.069 0.027 0.416 0.169 0.23
S 2.243 -0.022 0.572 -0.568 -0.192 -0.335 -0.15
C 2.635 1.618 0.111 0.990 -0.607 0.206 -0.28
C 4.039 1.931 0.015 -0.136 -0.043 0.071 0.26
N 5.160 2.170 -0.084 -0.084 -0.069 0.039 -0.30
C 1.724 2.558 -0.121 -0.630 0.967 -0.148 -0.28
S 0.004 2.259 -0.119 -0.103 -0.578 -0.175 -0.16
C 2.119 3.923 -0.364 -0.128 -0.145 0.039 0.26
N 2.399 5.025 -0.538 -0.024 -0.082 -0.020 -0.30
C -2.732 -2.620 0.727 0.138 -0.017 -0.145 -0.40
C -3.306 -1.565 -0.219 0.132 0.062 -0.189 -0.72
P -2.385 0.017 -0.097 0.399 -0.079 1.045 1.06
C -3.210 1.127 -1.254 0.360 0.085 -0.309 -0.42
C -3.590 2.417 -0.893 -0.021 -0.029 -0.021 -0.17
C -4.081 3.288 -1.856 -0.012 -0.018 0.004 -0.20
C -4.172 2.888 -3.180 0.008 0.011 -0.004 -0.19
C -3.760 1.615 -3.553 0.009 -0.030 0.025 -0.22
C -3.274 0.741 -2.595 -0.088 -0.002 0.074 -0.13
C -2.942 0.554 1.566 -0.247 0.050 -0.121 -0.37
C -4.305 0.757 1.803 0.003 -0.057 -0.009 -0.23
C -4.758 1.146 3.053 0.002 0.010 -0.037 -0.16
C -3.852 1.341 4.088 0.073 -0.027 -0.003 -0.21
C -2.499 1.124 3.870 -0.078 0.010 0.016 -0.20
C -2.046 0.730 2.616 -0.121 0.031 0.055 -0.19
C -1.524 -3.348 0.122 -0.102 0.149 0.263 -0.73
P 0.049 -2.393 0.117 0.169 0.270 -0.661 1.05
C 0.826 -2.964 -1.430 0.027 -0.112 0.043 -0.41
C 1.026 -4.330 -1.651 -0.072 0.008 0.040 -0.20
C 1.591 -4.774 -2.835 0.011 -0.007 0.058 -0.21
C 1.961 -3.858 -3.812 -0.018 0.007 -0.023 -0.19
C 1.759 -2.502 -3.606 0.007 -0.042 0.000 -0.23
C 1.195 -2.055 -2.417 0.015 -0.220 -0.009 -0.11
C 1.036 -3.114 1.449 0.050 0.239 0.183 -0.30
C 2.366 -3.477 1.261 -0.026 -0.014 0.002 -0.20
C 3.130 -3.894 2.344 -0.019 -0.008 -0.018 -0.20
C 2.578 -3.936 3.614 0.011 0.013 0.002 -0.19
C 1.257 -3.551 3.812 -0.034 0.008 -0.025 -0.19
C 0.491 -3.136 2.735 -0.021 -0.078 -0.048 -0.23
H -3.501 -3.356 0.955 -0.055 -0.019 -0.002 0.23
H -2.463 -2.144 1.674 -0.014 -0.064 0.090 0.21
H -4.341 -1.335 0.028 -0.083 -0.028 -0.010 0.24
H -3.282 -1.928 -1.249 -0.040 0.019 -0.016 0.23
H -3.497 2.743 0.134 0.008 0.022 -0.007 0.23
H -4.377 4.289 -1.569 -0.003 0.001 0.005 0.22
H -4.551 3.573 -3.928 0.018 -0.003 0.016 0.22
H -3.798 1.312 -4.591 -0.034 -0.009 0.012 0.22
H -2.934 -0.245 -2.892 0.012 0.031 -0.034 0.20
H -5.020 0.617 0.999 0.004 0.049 0.019 0.22
H -5.817 1.305 3.216 0.023 0.003 -0.003 0.21
H -4.201 1.663 5.061 0.009 -0.023 -0.021 0.22
H -1.787 1.272 4.672 -0.018 -0.012 -0.027 0.22
H -0.991 0.572 2.464 0.204 0.020 -0.103 0.24
H -1.727 -3.597 -0.920 -0.044 -0.067 -0.030 0.24
H -1.343 -4.280 0.657 0.049 -0.076 -0.010 0.25
H 0.740 -5.046 -0.887 0.053 0.006 -0.044 0.21
H 1.754 -5.833 -2.991 -0.017 0.012 -0.005 0.22
H 2.407 -4.206 -4.736 -0.006 0.016 0.026 0.22
H 2.049 -1.789 -4.367 -0.013 0.005 0.034 0.22
H 1.052 -1.001 -2.253 -0.004 0.232 0.055 0.22
H 2.807 -3.427 0.273 0.017 0.012 0.039 0.23
H 4.164 -4.173 2.192 -0.005 -0.004 -0.003 0.22
H 3.179 -4.256 4.456 -0.008 0.015 -0.018 0.22
H 0.830 -3.557 4.807 -0.002 -0.029 -0.016 0.22
H -0.536 -2.822 2.896 0.048 0.010 0.025 0.21
```
Forces are in eV/Å.